270
Properties=species:S:1:pos:R:3:forces:R:3:lowdin_charge:R:1 method="wB97M-V/def2-TZVPD" energy_ev=-133740.6392 orbital_gap_ev=8.3 e_homo_ev=-8.17 largest_force_ha_per_bohr=0.0665
C 1.57569 5.61809 9.78274 0.61 0.17 0.62 -0.106
C 0.34992 5.42998 8.93982 0.24 -0.36 -0.31 -0.318
O 0.66167 4.65512 7.76735 0.06 0.72 0.04 -0.090
H 2.34812 6.23746 9.32682 -0.20 0.00 -0.58 0.076
H 2.07372 4.67461 10.00611 -0.15 -0.08 0.36 0.073
H 1.33263 6.18031 10.68435 -0.11 -0.37 0.35 0.074
H -0.00379 6.44185 8.74209 -0.44 -0.33 -0.75 0.111
H -0.42551 4.80705 9.38566 -0.19 0.68 0.87 0.110
H 0.86232 3.81927 8.19476 0.20 -0.44 -0.60 0.070
C 0.84242 -2.77939 10.03465 -0.26 0.89 0.70 -0.079
C 0.37580 -1.44827 9.36499 0.06 -1.41 -1.73 -0.305
O 1.26186 -0.81635 8.46953 1.53 1.30 0.44 -0.098
H -0.01752 -3.08512 10.63058 -0.04 -0.23 0.12 0.063
H 1.66478 -2.65117 10.73849 0.03 0.43 0.06 0.061
H 1.15308 -3.64744 9.45322 -0.33 0.43 -0.77 0.066
H 0.07990 -0.66842 10.06667 0.21 -0.33 0.28 0.111
H -0.47506 -1.64944 8.71409 -0.69 -0.40 0.58 0.100
H 1.46897 -1.23010 7.62839 -0.51 -0.68 0.28 0.080
C -1.28961 5.71050 -5.19911 0.72 -0.30 -0.64 -0.080
C 0.14910 5.23742 -5.25626 -0.57 -0.44 -1.98 -0.384
O 0.95873 5.89836 -4.36421 0.93 0.45 1.57 -0.056
H -1.24649 6.78045 -5.40274 -0.54 0.09 0.54 0.077
H -1.76518 5.38717 -4.27317 -0.12 0.49 -0.04 0.076
H -1.78039 5.24818 -6.05556 -0.37 -0.08 0.11 0.068
H 0.53912 5.42477 -6.25671 -0.18 0.15 -0.40 0.106
H 0.18190 4.14851 -5.22011 0.22 -0.25 0.78 0.104
H 1.68159 6.33516 -4.82061 -0.10 -0.13 0.06 0.089
C 5.58096 -6.26882 -0.05220 0.63 -0.44 0.02 -0.092
C 4.20706 -6.84503 -0.48305 0.90 -0.13 0.93 -0.288
O 3.84182 -7.90390 0.40672 -0.27 -0.04 -0.15 -0.095
H 6.38179 -6.94947 -0.34114 -0.11 -0.39 -0.67 0.063
H 5.79986 -6.28528 1.01547 -0.93 0.49 0.34 0.069
H 5.93025 -5.31589 -0.44972 -0.61 0.16 -0.10 0.067
H 4.30705 -7.21671 -1.50284 -0.13 -0.03 -0.14 0.098
H 3.34546 -6.17928 -0.43291 0.37 0.37 -0.05 0.106
H 4.61940 -8.37642 0.71280 0.14 0.03 -0.16 0.071
C -0.91651 -4.55044 4.68195 -1.52 0.11 -0.41 -0.109
C 0.55260 -4.66966 4.33694 -0.93 0.65 1.19 -0.297
O 1.16608 -3.42565 4.70379 0.37 -0.38 -0.25 -0.095
H -1.46264 -4.01939 3.90231 0.09 0.42 -0.11 0.065
H -1.10605 -4.01434 5.61188 0.43 0.08 0.06 0.071
H -1.51760 -5.45554 4.76900 0.53 -0.55 -0.03 0.069
H 0.66898 -4.85195 3.26860 0.35 -0.46 0.15 0.111
H 0.94035 -5.43033 5.01453 0.64 -0.05 -0.55 0.111
H 0.83384 -2.77539 4.08059 0.05 0.28 -0.05 0.072
C -5.66156 0.98301 -2.77587 0.03 0.62 -0.61 -0.077
C -5.24863 1.90012 -3.98216 -0.46 -0.96 -0.14 -0.279
O -5.81902 1.51396 -5.23891 0.09 -0.89 -0.08 -0.100
H -5.01059 1.15758 -1.91920 -0.13 0.45 0.12 0.061
H -5.48098 -0.07012 -2.99128 -0.03 0.03 -0.54 0.065
H -6.70935 1.07028 -2.48841 0.02 0.19 0.04 0.058
H -4.17448 1.73698 -4.06981 0.05 0.44 -0.26 0.100
H -5.51399 2.95725 -3.99564 0.45 0.15 1.42 0.108
H -6.67130 1.94592 -5.33177 -0.03 0.03 0.04 0.062
C -3.51388 -6.35332 -1.62973 -0.17 -3.23 1.07 -0.060
O -4.32937 -7.61450 -1.51111 -0.89 2.63 -1.50 -0.220
C -5.56800 -7.43906 -2.28399 0.58 -1.99 0.74 -0.196
C -6.46248 -8.67883 -1.97425 -0.58 1.62 -0.11 -0.218
N -5.95937 -9.95827 -2.42654 1.91 0.33 0.16 -0.063
C -6.66935 -11.08759 -1.91321 -2.58 0.15 0.21 -0.212
C -6.83046 -11.06909 -0.36761 -0.07 -0.25 0.27 -0.224
O -8.09770 -10.56698 0.05121 -0.90 -0.97 0.80 -0.219
C -8.60795 -11.10117 1.33374 0.21 -0.05 -2.41 -0.058
H -2.67029 -6.69519 -1.03008 0.25 0.73 0.10 0.078
H -4.03567 -5.53022 -1.14152 0.07 0.14 -0.47 0.082
H -3.13749 -6.24175 -2.64658 -0.50 0.46 -0.08 0.080
H -5.35678 -7.33921 -3.34865 0.29 -0.33 -0.19 0.112
H -6.12861 -6.53655 -2.04046 0.12 0.13 0.62 0.109
H -7.43414 -8.41553 -2.39217 -0.22 -0.43 -0.31 0.120
H -6.62724 -8.69959 -0.89697 -0.01 0.28 0.25 0.100
H -5.15203 -10.01883 -1.82270 1.27 0.17 -0.69 0.094
H -6.39907 -12.05497 -2.33655 1.22 0.10 0.39 0.113
H -7.64304 -11.04749 -2.40150 -0.73 0.23 0.60 0.116
H -6.14161 -10.41669 0.16900 0.81 0.22 -0.60 0.116
H -6.55579 -12.04893 0.02299 -0.68 -0.45 0.14 0.111
H -7.76255 -11.36224 1.97032 -0.30 0.60 0.53 0.082
H -9.16855 -12.01654 1.14426 0.19 -0.38 -0.20 0.074
H -9.39555 -10.40794 1.62905 0.72 0.30 0.66 0.084
C -2.62903 -1.17641 -9.29727 0.52 0.64 -0.65 -0.076
O -1.82668 -0.15216 -9.96697 -0.61 -2.50 0.22 -0.194
C -2.37295 1.11847 -9.89368 0.65 0.56 0.43 -0.276
C -1.45171 2.06717 -10.63865 -0.29 1.11 0.26 -0.202
N -1.91074 3.47579 -10.60227 -0.23 -2.37 -0.99 -0.069
C -3.15273 3.76051 -11.38966 1.67 0.45 1.08 -0.160
C -3.60550 5.15887 -10.99175 -0.22 -0.04 0.85 -0.248
O -3.13741 6.14873 -11.81523 0.77 0.16 -2.34 -0.177
C -3.84167 7.34190 -11.86057 -0.55 0.23 -0.18 -0.120
H -3.63940 -1.24964 -9.69959 -0.02 0.13 -0.46 0.079
H -2.78569 -1.01085 -8.23136 0.45 0.38 0.20 0.078
H -2.12307 -2.13159 -9.43776 0.05 0.18 -0.05 0.083
H -2.27748 1.38446 -8.84096 -0.99 0.55 0.25 0.125
H -3.37057 1.17120 -10.32966 -0.34 -0.08 0.41 0.114
H -1.35743 1.72040 -11.66771 0.17 0.04 -0.17 0.116
H -0.48771 1.99440 -10.13514 0.19 0.10 -0.29 0.118
H -1.47669 4.02642 -9.87529 -0.96 0.28 -0.30 0.103
H -3.96934 3.04650 -11.28273 -0.01 -0.17 0.86 0.099
H -2.88898 3.60973 -12.43646 0.03 0.74 -0.30 0.117
H -3.15370 5.40988 -10.03208 -0.33 -0.56 0.71 0.117
H -4.68585 5.24834 -10.87808 -0.27 -0.24 -0.09 0.116
H -3.38478 8.04404 -11.16318 -0.28 0.39 -0.07 0.090
H -4.90774 7.21465 -11.67243 -0.17 -0.19 0.70 0.081
H -3.89319 7.72016 -12.88153 0.78 0.20 -0.06 0.087
C 6.44033 -0.48297 12.72674 1.07 0.76 -1.89 -0.074
O 6.78409 0.88030 12.25722 -0.08 -0.77 0.10 -0.212
C 7.49747 0.99161 10.97934 -0.27 -1.10 1.48 -0.191
C 6.65947 0.64114 9.75571 0.00 1.35 -0.05 -0.230
N 7.43400 0.14793 8.64825 0.67 0.18 0.61 -0.068
C 7.77142 -1.25946 8.76161 -0.37 0.37 -0.74 -0.200
C 8.62516 -1.76487 7.58595 -0.60 -0.95 0.66 -0.213
O 7.86913 -2.28412 6.50726 -1.68 0.97 -1.23 -0.189
C 7.24495 -1.26873 5.64501 1.82 -0.11 -0.16 -0.077
H 6.47156 -0.61203 13.80863 -0.40 0.80 -0.07 0.081
H 7.18156 -1.19796 12.36973 0.41 0.01 -0.19 0.069
H 5.52158 -0.81408 12.24264 -0.34 0.17 0.48 0.072
H 8.39577 0.37948 11.05966 0.18 -0.07 -0.16 0.107
H 7.77975 2.03508 10.83937 0.18 -0.09 0.66 0.117
H 6.37037 1.65308 9.47196 -0.93 -0.27 -0.39 0.113
H 5.78020 0.05356 10.01977 -0.16 -0.24 0.01 0.114
H 7.01918 0.43562 7.77346 0.08 -0.44 0.03 0.088
H 6.85430 -1.83968 8.86333 -0.30 -0.54 -0.57 0.120
H 8.22653 -1.48543 9.72593 0.65 0.51 -0.03 0.107
H 9.12808 -2.65037 7.97460 0.29 -0.02 -0.16 0.117
H 9.38041 -1.06863 7.22133 -0.07 0.39 0.20 0.120
H 6.85448 -1.64042 4.69765 -0.24 -0.99 0.52 0.082
H 8.07107 -0.66689 5.26631 0.16 0.55 0.23 0.080
H 6.49701 -0.59012 6.05512 -0.07 -0.40 0.61 0.069
C 14.58490 2.06156 -2.04323 0.84 -0.38 -0.52 -0.147
O 13.25888 2.14954 -1.66058 -0.67 0.43 -0.52 -0.191
C 13.07073 2.82861 -0.44366 -1.40 -1.04 0.17 -0.215
C 11.53882 3.08936 -0.18611 2.68 1.49 -0.04 -0.187
N 11.07571 3.91563 -1.30699 -1.12 -1.16 0.14 -0.059
C 9.81348 4.63239 -1.04522 1.07 0.34 -0.18 -0.197
C 8.60132 3.66460 -0.94670 1.42 1.40 0.47 -0.201
O 8.82586 2.52227 -1.73941 -0.52 0.73 1.89 -0.208
C 8.29485 2.55994 -3.01935 0.95 -0.77 -1.06 -0.110
H 15.12648 3.00347 -2.13032 -0.40 0.58 -0.19 0.084
H 14.59986 1.55630 -3.00894 0.10 0.05 0.01 0.090
H 15.22558 1.50261 -1.36117 -0.19 -0.50 0.41 0.081
H 13.59362 3.78499 -0.43887 0.14 0.03 0.10 0.119
H 13.43603 2.10062 0.28069 0.27 0.52 0.86 0.117
H 11.58952 3.78062 0.65514 -0.42 -0.44 0.67 0.111
H 11.01204 2.15630 0.01387 -0.23 0.10 0.02 0.120
H 10.71860 3.14311 -1.85088 0.37 0.15 -1.42 0.074
H 9.75031 5.40565 -1.81085 -0.39 -0.19 -0.35 0.103
H 9.97303 5.20679 -0.13269 -0.40 -0.07 0.32 0.106
H 7.70932 4.23184 -1.21257 -0.33 -0.39 0.03 0.116
H 8.62784 3.44164 0.11992 -0.67 -0.83 -0.13 0.116
H 7.84160 1.57172 -3.09745 -0.58 0.35 -0.81 0.095
H 9.14764 2.62009 -3.69554 0.04 -0.24 -0.46 0.087
H 7.69583 3.42249 -3.31142 -0.56 -0.14 0.61 0.094
C -11.27372 -1.06876 4.06805 -0.40 1.00 -0.83 -0.105
O -11.60960 0.23795 3.56997 -0.02 0.10 -0.93 -0.219
C -11.96272 0.21351 2.15271 -0.19 0.55 0.84 -0.187
C -12.22328 1.64634 1.55505 -0.44 0.26 1.36 -0.170
N -13.53732 2.31522 1.87052 0.01 0.15 -0.70 -0.061
C -13.55880 3.78135 1.54435 0.40 -0.39 -0.05 -0.212
C -14.93709 4.40215 1.61214 -1.07 0.94 -0.18 -0.219
O -14.81902 5.77469 1.16329 -0.43 0.14 -0.41 -0.212
C -15.82412 6.73889 1.55619 0.83 -0.78 1.22 -0.096
H -12.12027 -1.73521 3.90280 -0.15 -0.19 0.35 0.080
H -11.02207 -0.94465 5.12131 -0.09 -0.17 -0.15 0.088
H -10.43862 -1.47971 3.50075 0.30 -0.03 0.10 0.079
H -12.78849 -0.49129 2.05543 -0.56 0.31 -0.21 0.112
H -11.16320 -0.26220 1.58478 0.44 0.23 -0.06 0.107
H -12.04573 1.59839 0.48067 -0.28 0.05 0.00 0.110
H -11.51610 2.34721 1.99865 0.94 -0.38 -0.17 0.106
H -13.62243 2.29768 2.87677 -0.11 -0.34 0.21 0.095
H -13.14859 4.03466 0.56676 -0.07 -0.61 -0.31 0.119
H -12.92236 4.36515 2.20934 0.20 -0.01 0.40 0.114
H -15.36956 4.35698 2.61165 0.22 0.16 0.44 0.114
H -15.68840 3.90794 0.99622 0.23 -0.32 -0.34 0.119
H -15.67076 6.86724 2.62769 -0.17 0.35 0.27 0.077
H -16.88002 6.48866 1.45334 0.04 -0.63 -0.55 0.079
H -15.66541 7.70851 1.08424 0.38 -0.36 -0.30 0.082
C -3.20380 0.22928 2.62104 -0.81 -0.39 0.13 -0.109
O -2.00636 0.17444 1.84180 -1.72 0.31 0.37 -0.182
C -1.15412 1.18932 2.28571 1.86 1.12 -0.47 -0.229
C 0.09871 1.30595 1.34004 -1.07 -1.13 0.87 -0.174
N 0.58197 -0.06668 1.30434 -0.87 0.87 1.28 -0.097
C 1.66579 -0.29090 0.42239 -0.82 -0.87 -1.45 -0.202
C 1.35571 0.05666 -1.07566 -0.91 -0.18 0.30 -0.182
O 0.03532 -0.51879 -1.28991 0.11 -0.62 -0.35 -0.219
C -0.37332 -0.63972 -2.65729 1.51 0.24 -0.12 -0.100
H -3.71554 1.18872 2.69665 0.48 0.64 -0.68 0.081
H -3.10422 -0.01429 3.67880 0.78 -0.43 0.12 0.085
H -3.98139 -0.43134 2.23758 0.46 -0.31 -0.37 0.086
H -0.79736 0.90455 3.27551 0.12 0.29 0.27 0.122
H -1.65235 2.15850 2.30918 -0.26 0.06 0.15 0.117
H 0.85866 1.98592 1.72505 -0.19 0.20 0.07 0.121
H -0.22137 1.56325 0.33036 -0.14 0.67 -0.05 0.106
H -0.30798 -0.50243 1.10886 0.64 -1.30 -0.63 0.087
H 1.75879 -1.37053 0.30478 0.53 -0.17 0.60 0.113
H 2.53084 0.14489 0.92228 0.39 0.07 -0.80 0.120
H 2.09597 -0.43319 -1.70822 0.06 0.02 -0.18 0.111
H 1.28598 1.11306 -1.33501 0.24 0.20 0.08 0.108
H 0.30195 -1.24752 -3.25952 0.81 -0.10 0.19 0.073
H -0.30946 0.35401 -3.10061 -0.68 0.09 -0.28 0.083
H -1.28693 -1.19937 -2.85783 -0.53 0.68 0.98 0.084
C 6.73063 3.67266 5.49143 -0.08 -0.24 0.04 -0.130
O 8.13050 3.71487 5.48584 0.60 0.19 0.90 -0.210
C 8.63285 4.96554 6.03725 0.88 -1.21 -1.25 -0.163
C 10.15837 4.77872 6.20751 -1.28 2.85 -1.40 -0.282
N 10.49515 4.07015 7.33542 0.63 -2.76 1.52 -0.071
C 11.86937 3.50863 7.21559 -0.46 -0.89 1.59 -0.202
C 12.95131 4.44264 6.75450 -1.00 0.82 1.11 -0.261
O 14.23840 3.91260 6.77515 1.49 -1.28 -0.11 -0.165
C 14.82611 3.40326 7.99417 -1.21 0.20 0.52 -0.086
H 6.35441 2.70638 5.15550 0.42 -0.16 -0.17 0.080
H 6.34453 4.41649 4.79448 -0.37 0.31 0.24 0.087
H 6.37524 3.77863 6.51639 -0.38 0.45 0.02 0.085
H 8.18656 5.24866 6.99054 -0.23 -0.26 0.12 0.122
H 8.38553 5.70237 5.27303 0.23 0.49 0.18 0.118
H 10.57888 5.74005 6.50269 0.01 0.80 -1.42 0.125
H 10.61109 4.34222 5.31722 -0.20 0.34 -0.60 0.125
H 9.87895 3.27087 7.29594 -0.02 -0.58 0.71 0.106
H 11.90272 2.54996 6.69795 -0.11 -0.09 -0.36 0.128
H 12.10045 3.33707 8.26691 0.30 -0.65 -0.02 0.107
H 12.83358 5.22865 7.50044 0.44 0.83 -0.04 0.126
H 12.71930 4.87267 5.78016 0.60 -0.18 -0.12 0.119
H 14.22158 2.68996 8.55439 -0.81 0.02 -0.26 0.070
H 14.99838 4.20908 8.70767 0.28 0.27 -0.13 0.086
H 15.72065 2.79007 7.88501 0.25 0.69 -1.04 0.085
C -10.04364 3.13299 -5.86832 0.63 0.35 -0.53 -0.081
O -9.07397 4.17474 -5.78018 0.13 -0.06 -0.09 -0.191
C -9.41276 5.38977 -6.39308 -0.48 0.98 0.10 -0.249
C -8.54292 6.54112 -5.92271 1.73 -0.09 0.97 -0.191
N -8.05843 6.43073 -4.51614 -0.34 0.74 -1.99 -0.075
C -9.07556 6.88959 -3.60749 1.45 -1.72 0.40 -0.207
C -8.48800 6.45115 -2.25313 -1.72 0.33 1.88 -0.200
O -8.33643 5.01347 -2.07459 1.19 0.12 -1.01 -0.203
C -7.77029 4.62563 -0.80776 -0.40 1.89 0.05 -0.097
H -10.40887 3.07506 -6.89368 -0.19 -0.14 -0.08 0.086
H -10.88415 3.26286 -5.18656 0.02 0.17 0.13 0.089
H -9.50382 2.21363 -5.64140 -0.20 -0.01 0.10 0.083
H -10.42364 5.71934 -6.15309 -0.49 -0.57 0.22 0.113
H -9.35589 5.44457 -7.48021 0.01 -0.83 -0.36 0.120
H -9.12000 7.45172 -6.08361 -0.11 0.15 0.42 0.113
H -7.64445 6.73232 -6.50949 0.02 -0.60 -0.42 0.105
H -7.85033 5.46856 -4.29027 -0.01 -0.21 -0.28 0.084
H -10.01380 6.38942 -3.84754 -0.52 0.09 0.48 0.115
H -9.15706 7.96392 -3.77265 -0.19 0.08 0.75 0.123
H -9.19276 6.72349 -1.46749 -0.36 0.27 0.25 0.107
H -7.61636 7.05576 -2.00254 0.61 -0.48 -0.41 0.122
H -7.62577 3.55517 -0.66167 -0.85 0.05 -0.41 0.084
H -8.39236 5.16491 -0.09340 -0.46 -0.87 0.74 0.077
H -6.80452 5.05039 -0.53399 0.58 0.29 -0.91 0.078
C 5.31272 -7.87705 -7.87618 -0.26 0.70 1.49 -0.097
O 4.13074 -7.26187 -8.42629 1.53 -1.27 0.33 -0.192
C 3.44670 -6.30943 -7.61867 -1.26 -1.10 -1.29 -0.212
C 2.42349 -6.91122 -6.67610 1.02 -0.75 1.01 -0.243
N 1.42254 -7.76981 -7.23892 -0.83 1.41 -1.26 -0.060
C 0.44068 -8.33108 -6.33513 1.79 -0.93 0.90 -0.179
C 1.14067 -9.20922 -5.20881 -0.91 1.11 0.10 -0.239
O 1.72749 -10.41982 -5.59212 -0.32 0.01 -1.18 -0.163
C 0.70783 -11.28401 -6.04854 -0.99 -0.45 0.93 -0.115
H 5.53398 -8.89629 -8.19288 -0.43 0.29 -0.75 0.086
H 5.26462 -7.96850 -6.79108 -0.68 -0.18 0.37 0.071
H 6.19930 -7.24459 -7.92135 0.10 0.20 -0.96 0.078
H 2.85735 -5.88282 -8.43031 0.11 1.22 0.35 0.126
H 4.08972 -5.65236 -7.03311 0.17 0.22 -0.39 0.125
H 2.03294 -6.05805 -6.12141 -0.48 -0.07 0.11 0.126
H 2.98921 -7.53142 -5.98083 0.44 0.26 0.68 0.096
H 1.85384 -8.34940 -7.94471 -0.43 -0.45 0.25 0.118
H -0.36483 -8.84821 -6.85651 0.42 -0.29 -0.25 0.100
H -0.12840 -7.59384 -5.76881 0.38 0.66 -0.09 0.110
H 0.36409 -9.30672 -4.45019 -0.31 -0.76 0.31 0.110
H 1.91762 -8.66941 -4.66745 0.06 0.29 -0.41 0.107
H -0.14406 -10.78170 -6.50687 0.38 0.27 -0.54 0.069
H 0.23317 -11.67146 -5.14706 0.00 -0.69 0.15 0.087
H 1.01877 -12.10348 -6.69654 0.51 0.27 0.16 0.092